This record from OMol25 describes C44H46BCl2N10O2S2W as an isolated structure. The level of theory is wB97M-V/def2-TZVPD.

Computed properties:
orbital gap = 6.247 eV
E = -114589.7973 eV
relative energy (zero: lowest compared OMol25 entry of this formula, charge and spin) = 0.000 eV
net charge = +1

Geometry (Å):
W 0.762 -0.073 0.695
Cl 6.453 -3.332 2.905
C 5.245 -2.648 1.874
C 4.501 -1.579 2.369
C 3.482 -1.059 1.589
N 2.548 -0.048 1.914
C 2.647 0.651 3.047
O 3.572 0.698 3.847
C 1.400 1.450 3.322
C 1.311 2.192 4.484
C 0.175 2.944 4.713
C -0.807 2.959 3.734
C -0.634 2.192 2.601
N 0.433 1.405 2.403
C 3.275 -1.572 0.309
C 4.033 -2.594 -0.197
C 5.010 -3.166 0.609
Cl 5.891 -4.527 0.000
N 2.350 -0.754 -0.421
C 3.071 0.148 -1.184
O 4.009 -0.101 -1.907
C 2.640 1.581 -0.998
C 3.298 2.596 -1.660
C 2.920 3.904 -1.414
C 1.884 4.134 -0.525
C 1.275 3.055 0.091
N 1.651 1.793 -0.128
H 4.719 -1.179 3.346
H 2.151 2.159 5.163
H 0.059 3.518 5.624
H -1.699 3.561 3.832
H -1.374 2.227 1.816
H 3.877 -2.957 -1.202
H 4.093 2.326 -2.342
H 3.419 4.729 -1.906
H 1.540 5.135 -0.302
H 0.456 3.208 0.773
C 0.569 -3.024 -3.308
N 1.102 -3.630 -2.098
C 1.989 -4.687 -2.106
C 2.130 -5.076 -0.823
N 1.338 -4.271 -0.035
B 0.955 -4.649 1.450
N 1.834 -3.890 2.513
C 2.866 -4.504 3.196
C 3.157 -3.762 4.285
N 2.292 -2.688 4.268
C 2.203 -1.703 5.338
C 1.512 -2.766 3.165
S 0.263 -1.634 2.783
C 0.705 -3.387 -0.824
S -0.467 -2.206 -0.332
H 1.365 -2.538 -3.870
H -0.186 -2.299 -3.022
H 0.112 -3.794 -3.926
H 2.425 -5.061 -3.016
H 2.728 -5.865 -0.400
H 1.215 -5.824 1.574
H -0.199 -4.375 1.627
H 3.294 -5.430 2.854
H 3.886 -3.897 5.066
H 3.201 -1.364 5.602
H 1.716 -2.146 6.205
H 1.616 -0.861 4.993
C -6.433 0.662 0.399
C -5.505 1.675 1.088
C -5.903 1.800 2.564
C -5.657 3.045 0.416
C -4.079 1.157 0.948
C -3.507 0.300 1.875
C -2.206 -0.131 1.711
N -1.430 0.231 0.675
C -2.022 0.935 -0.302
C -3.300 1.444 -0.172
C -1.245 1.003 -1.560
C -1.803 1.469 -2.740
C -1.130 1.326 -3.944
C 0.089 0.658 -3.877
C 0.578 0.219 -2.667
N -0.050 0.416 -1.506
C -1.680 1.814 -5.276
C -0.714 2.864 -5.849
C -1.776 0.622 -6.240
C -3.067 2.439 -5.129
H -7.469 0.996 0.477
H -6.356 -0.323 0.864
H -6.186 0.559 -0.660
H -6.883 2.272 2.637
H -5.191 2.415 3.122
H -5.976 0.829 3.056
H -6.640 3.455 0.647
H -5.586 2.982 -0.672
H -4.906 3.755 0.771
H -4.051 -0.042 2.744
H -1.755 -0.772 2.451
H -3.700 2.055 -0.966
H -2.781 1.925 -2.716
H 0.674 0.464 -4.766
H 1.498 -0.341 -2.636
H 0.301 2.472 -5.943
H -0.679 3.753 -5.215
H -1.048 3.169 -6.843
H -0.795 0.199 -6.466
H -2.220 0.948 -7.182
H -2.404 -0.170 -5.825
H -3.049 3.322 -4.485
H -3.793 1.726 -4.729
H -3.424 2.756 -6.109

Atom charges from the Löwdin analysis, given in e for atoms 1 to 2:
1. W 1.38
2. Cl 0.70

=====

This record from OMol25 describes C44H46CdN8O2Sb as an isolated structure. The level of theory is wB97M-V/def2-TZVPD.

Computed properties:
orbital gap = 5.220 eV
E = -73492.0227 eV
relative energy (zero: lowest compared OMol25 entry of this formula, charge and spin) = 3.100 eV
net charge = -1

Geometry (Å):
Cd -0.490 -2.067 -0.478
O -4.722 -1.674 0.327
C -3.499 -1.810 0.247
N -2.705 -2.355 -0.656
C -3.081 -3.051 -1.805
C -4.368 -3.035 -2.337
C -4.675 -3.753 -3.488
C -3.697 -4.503 -4.117
C -2.402 -4.532 -3.607
C -2.061 -3.807 -2.468
N -0.742 -3.696 -1.985
C 0.274 -4.443 -2.370
O 0.312 -5.488 -3.034
C 1.639 -3.861 -1.952
C 2.790 -4.402 -2.512
C 4.014 -3.823 -2.231
C 4.065 -2.713 -1.397
C 2.878 -2.243 -0.870
N 1.702 -2.807 -1.131
C -2.627 -1.330 1.467
C -3.381 -0.687 2.610
C -2.882 -0.711 3.842
C -1.663 -1.544 4.172
C -1.616 -2.671 3.163
N -1.964 -2.568 1.955
H -5.121 -2.453 -1.825
H -5.682 -3.721 -3.888
H -3.933 -5.077 -5.005
H -1.635 -5.123 -4.086
H 2.678 -5.257 -3.164
H 4.922 -4.222 -2.665
H 4.999 -2.218 -1.166
H 2.850 -1.370 -0.222
H -4.325 -0.215 2.373
H -3.378 -0.199 4.658
H -1.736 -1.946 5.186
H -1.170 -3.618 3.472
C 1.667 -0.362 -5.228
C 0.409 -0.924 -5.034
C -0.241 -0.794 -3.816
C 0.358 -0.109 -2.753
C 1.617 0.456 -2.962
C 2.265 0.333 -4.186
N -0.231 -0.069 -1.478
C -1.317 0.708 -1.268
C -1.805 1.668 -2.188
C -2.881 2.482 -1.893
C -3.538 2.398 -0.669
C -3.094 1.456 0.246
C -2.024 0.623 -0.033
N -1.582 -0.373 0.920
N -0.918 0.178 2.040
C -0.116 -0.663 2.570
C -0.271 -0.766 4.065
C 0.847 -1.536 4.690
C 1.603 -2.338 3.943
C 1.426 -2.373 2.487
N 0.621 -1.623 1.838
H 2.175 -0.470 -6.179
H -0.070 -1.478 -5.833
H -1.216 -1.246 -3.663
H 2.086 0.982 -2.136
H 3.241 0.785 -4.324
H -1.316 1.750 -3.151
H -3.217 3.198 -2.634
H -4.377 3.042 -0.436
H -3.588 1.371 1.206
H -0.418 0.216 4.515
H 1.043 -1.417 5.750
H 2.410 -2.915 4.376
H 2.057 -3.030 1.892
C -0.926 4.495 1.639
C 0.327 3.890 2.275
C -0.043 3.147 3.561
Sb 1.234 2.522 0.847
C 1.956 4.032 -0.563
C 0.948 4.142 -1.709
C 2.288 5.410 -0.003
C 3.149 2.258 1.897
C 3.160 0.893 2.589
C 3.539 3.351 2.889
H -1.479 5.098 2.369
H -1.599 3.715 1.274
H -0.686 5.140 0.791
H 1.051 4.677 2.498
H -0.791 2.380 3.348
H -0.465 3.839 4.299
H 0.818 2.655 4.022
H 2.873 3.582 -0.962
H 0.008 4.586 -1.372
H 0.706 3.169 -2.136
H 1.343 4.776 -2.512
H 1.442 5.841 0.538
H 2.529 6.098 -0.822
H 3.145 5.397 0.670
H 3.880 2.238 1.082
H 2.426 0.858 3.401
H 4.140 0.679 3.031
H 2.915 0.082 1.897
H 2.842 3.388 3.728
H 3.563 4.342 2.440
H 4.534 3.152 3.307

Atom charges from the Löwdin analysis, given in e for atoms 1 to 2:
1. Cd 1.42
2. O 0.02

=====

This record from OMol25 describes C44H46N10P2V as an isolated structure. The level of theory is wB97M-V/def2-TZVPD.

Computed properties:
orbital gap (spin up / spin down) = 5.369 / 4.680 eV
E = -105546.2116 eV
⟨S²⟩ = 3.795
relative energy (zero: lowest compared OMol25 entry of this formula, charge and spin) = 0.000 eV
2S+1 = 4
net charge = 0

Geometry (Å):
V 0.963 0.969 0.124
C -4.408 4.808 0.130
C -4.270 4.747 1.528
C -3.208 4.082 2.115
C -2.289 3.466 1.270
C -1.080 2.691 1.537
N -0.570 2.275 0.355
C -1.321 2.761 -0.680
N -1.147 2.562 -1.977
C -0.171 1.848 -2.515
C -0.009 1.619 -3.947
C -0.778 1.999 -5.043
C -0.355 1.587 -6.294
C 0.812 0.819 -6.451
C 1.580 0.451 -5.361
C 1.148 0.861 -4.103
C 1.694 0.643 -2.767
N 2.848 0.022 -2.528
C 3.354 -0.155 -1.325
N 2.803 0.196 -0.122
C 3.661 -0.115 0.889
N 3.499 0.097 2.188
C 2.456 0.720 2.724
N 1.375 1.247 2.086
C 0.523 1.808 2.999
N -0.603 2.453 2.762
C 1.079 1.589 4.337
C 0.606 1.908 5.604
C 1.381 1.531 6.689
C 2.599 0.855 6.512
C 3.067 0.542 5.248
C 2.284 0.920 4.164
C 4.841 -0.760 0.310
C 5.986 -1.290 0.891
C 6.928 -1.850 0.046
C 6.736 -1.874 -1.345
C 5.596 -1.337 -1.919
C 4.650 -0.784 -1.066
N 0.854 1.218 -1.865
C -2.431 3.520 -0.114
C -3.490 4.200 -0.707
H -5.249 5.341 -0.295
H -5.007 5.236 2.153
H -3.087 4.035 3.190
H -1.671 2.597 -4.914
H -0.928 1.862 -7.171
H 1.114 0.515 -7.445
H 2.483 -0.134 -5.471
H -0.333 2.431 5.729
H 1.046 1.762 7.692
H 3.179 0.577 7.383
H 4.006 0.025 5.100
H 6.126 -1.264 1.964
H 7.832 -2.279 0.460
H 7.494 -2.320 -1.976
H 5.437 -1.347 -2.989
H -3.588 4.240 -1.785
C 2.475 -3.306 -2.463
P 1.091 -2.552 -1.522
C -0.303 -2.930 -2.660
C 0.812 -3.893 -0.279
C -0.083 -3.503 0.897
P 0.605 -2.083 1.842
C 2.190 -2.827 2.407
C -0.348 -2.262 3.402
H 2.272 -4.348 -2.728
H 3.391 -3.261 -1.871
H 2.649 -2.736 -3.379
H -0.233 -3.949 -3.054
H -0.310 -2.227 -3.496
H -1.245 -2.824 -2.122
H 1.798 -4.183 0.097
H 0.407 -4.774 -0.791
H -0.191 -4.351 1.582
H -1.087 -3.224 0.563
H 2.055 -3.871 2.708
H 2.571 -2.259 3.258
H 2.946 -2.775 1.622
H -0.133 -3.219 3.885
H -1.416 -2.209 3.197
H -0.099 -1.453 4.093
C -5.656 1.127 0.115
C -5.066 -0.272 0.242
N -3.814 -0.447 -0.487
C -3.904 -0.777 -1.903
C -3.861 0.410 -2.857
C -2.596 -0.323 0.122
C -2.604 -0.094 1.610
N -1.448 -0.390 -0.461
H -6.496 1.250 0.803
H -6.021 1.324 -0.893
H -4.906 1.884 0.354
H -5.769 -1.023 -0.124
H -4.904 -0.502 1.291
H -4.835 -1.333 -2.038
H -3.105 -1.481 -2.143
H -4.653 1.126 -2.636
H -3.995 0.060 -3.883
H -2.912 0.943 -2.801
H -3.008 -0.959 2.139
H -3.204 0.774 1.888
H -1.581 0.070 1.937
H -1.524 -0.471 -1.470

Atom charges from the Löwdin analysis, given in e for atoms 1 to 2:
1. V 0.87
2. C -0.09

=====

This record from OMol25 describes C44H46N16S3V as an isolated structure. The level of theory is wB97M-V/def2-TZVPD.

Computed properties:
orbital gap (spin up / spin down) = 4.645 / 4.362 eV
E = -128400.8691 eV
⟨S²⟩ = 0.762
relative energy (zero: lowest compared OMol25 entry of this formula, charge and spin) = 0.000 eV
2S+1 = 2
net charge = 0

Geometry (Å):
V -2.317 -1.481 -1.771
C -2.160 -2.792 0.802
C -2.492 -4.008 -0.077
N -2.512 -3.622 -1.502
C -3.684 -4.075 -2.254
C -4.898 -3.199 -1.916
N -4.513 -1.773 -1.838
C -5.031 -1.056 -0.660
C -4.267 -1.511 0.586
N -2.840 -1.603 0.281
H -2.420 -3.005 1.848
H -1.103 -2.557 0.759
H -1.778 -4.812 0.118
H -3.479 -4.393 0.192
H -1.668 -3.911 -1.985
H -3.444 -3.976 -3.309
H -3.932 -5.125 -2.048
H -5.666 -3.371 -2.672
H -5.323 -3.497 -0.955
H -4.801 -1.295 -2.683
H -4.852 0.008 -0.809
H -6.107 -1.213 -0.517
H -4.481 -0.826 1.410
H -4.623 -2.499 0.886
H -2.310 -0.779 0.575
N -0.426 -1.445 -1.513
S 0.884 -0.860 -1.194
N 1.227 0.760 -0.893
S 1.520 1.780 0.220
N 0.911 1.799 1.641
S -0.032 0.638 2.336
N -0.274 -0.618 1.657
C 0.904 0.437 3.879
C 1.392 -0.832 4.130
C 2.022 -1.091 5.340
C 2.152 -0.080 6.282
C 1.698 1.204 6.001
C 1.071 1.469 4.792
C -1.371 1.667 2.964
C -2.219 1.089 3.899
C -3.247 1.842 4.440
C -3.412 3.168 4.054
C -2.554 3.737 3.126
C -1.521 2.988 2.578
C 3.270 1.902 0.561
C 4.133 2.258 -0.467
C 5.496 2.270 -0.230
C 5.990 1.927 1.023
C 5.118 1.567 2.042
C 3.751 1.554 1.815
C 1.201 3.358 -0.519
C 1.538 4.483 0.226
C 1.297 5.732 -0.312
C 0.710 5.842 -1.570
C 0.388 4.709 -2.298
C 0.645 3.449 -1.778
C 1.898 -1.808 -0.054
C 1.477 -3.069 0.330
C 2.234 -3.797 1.233
C 3.428 -3.279 1.721
C 3.875 -2.042 1.280
C 3.110 -1.306 0.388
C 1.860 -0.952 -2.713
C 3.055 -1.643 -2.842
C 3.660 -1.725 -4.091
C 3.065 -1.145 -5.200
C 1.864 -0.459 -5.064
C 1.270 -0.358 -3.820
H 1.255 -1.595 3.369
H 2.399 -2.084 5.551
H 2.607 -0.291 7.242
H 1.824 1.997 6.727
H 0.707 2.462 4.557
H -2.053 0.060 4.199
H -3.917 1.396 5.163
H -4.216 3.754 4.480
H -2.680 4.769 2.824
H -0.853 3.415 1.845
H 3.728 2.515 -1.440
H 6.178 2.543 -1.024
H 7.056 1.951 1.206
H 5.501 1.290 3.015
H 3.053 1.278 2.593
H 1.978 4.366 1.210
H 1.564 6.620 0.246
H 0.503 6.821 -1.981
H -0.074 4.801 -3.271
H 0.425 2.546 -2.326
H 0.571 -3.476 -0.097
H 1.898 -4.773 1.556
H 4.017 -3.849 2.428
H 4.825 -1.650 1.621
H 3.466 -0.359 0.015
H 3.517 -2.123 -1.991
H 4.594 -2.264 -4.190
H 3.530 -1.240 -6.174
H 1.374 -0.023 -5.925
H 0.333 0.166 -3.696
N -2.095 0.783 -4.301
C -2.260 1.245 -3.013
N -2.270 2.528 -2.690
N -2.505 2.541 -1.368
N -2.641 1.335 -0.925
N -2.486 0.461 -1.952
C -1.965 -0.553 -4.612
N -1.666 -0.999 -5.822
N -1.663 -2.338 -5.692
N -1.935 -2.673 -4.480
N -2.137 -1.549 -3.737
H -1.846 1.451 -5.008

Atom charges from the Löwdin analysis, given in e for atoms 1 to 2:
1. V 0.55
2. C -0.21

=====

> The lowest net charge belongs to which entry?

C44H46CdN8O2Sb